A structure of composition CH2NaO3Tl in a non-equilibrium geometry. Source: OMol25; level of theory: ωB97M-V/def2-TZVPD.

LUMO: -1.19 eV
max |F|: 0.0670 Eh/bohr
Kohn-Sham gap: 0.2426 Eh

Last column: Mulliken charge in e.
CARTESIAN COORDINATES (ANGSTROEM)
O -1.9239 1.6430 -0.2905  -0.812
C 0.5907 -1.0050 -0.4050  0.396
O 1.6389 -1.3789 -0.9590  -0.739
O 0.5715 -0.3939 0.7118  -0.696
H -1.9967 2.4770 -0.7516  0.210
Na 2.8866 -0.4820 0.7690  0.985
Tl -1.3413 0.7108 1.5328  0.440
H -0.4258 -1.5710 -0.6075  0.215

=====

A cluster of 9 separate species, C27H63N9O9 in total in a non-equilibrium geometry. Source: OMol25; level of theory: ωB97M-V/def2-TZVPD.

LUMO: 0.30 eV
SMILES: CNC(C)=O.CNC(C)=O.CNC(C)=O.CNC(C)=O.CNC(C)=O.CNC(C)=O.CNC(C)=O.CNC(C)=O.CNC(C)=O
energy above the lowest of the compared OMol25 structures with the same formula, charge and spin: 2.440 eV
max |F|: 0.0714 Eh/bohr
Kohn-Sham gap: 0.3415 Eh

Last column: Mulliken charge in e.
CARTESIAN COORDINATES (ANGSTROEM)
C 8.0716 -4.9550 27.5798  -0.923
N 7.3507 -4.5620 26.3947  -0.176
C 6.3237 -5.3401 25.9388  0.403
C 5.8465 -5.1422 24.5196  -0.322
O 5.8948 -6.1505 26.7473  -0.666
H 7.4418 -5.0987 28.4678  0.253
H 8.9076 -4.2755 27.7115  0.334
H 8.5394 -5.9121 27.3988  0.310
H 7.8404 -4.0141 25.7288  0.375
H 6.4557 -4.5736 23.8385  0.115
H 4.8938 -4.6165 24.6024  0.315
H 5.6631 -6.0699 24.0398  0.013
C 2.1125 -6.5255 21.2575  -1.086
N 3.1485 -7.0377 22.1138  0.154
C 2.9822 -8.1326 22.8215  0.741
C 4.2062 -8.5199 23.5971  -0.915
O 1.9614 -8.7875 22.7803  -0.655
H 1.1371 -6.7754 21.6650  0.523
H 1.9614 -6.9777 20.2781  0.340
H 2.0248 -5.4079 21.1803  0.232
H 4.0864 -6.7909 21.8213  -0.076
H 5.1136 -8.3147 22.9807  0.271
H 4.2203 -9.5861 23.8644  0.329
H 4.1865 -7.9302 24.5437  0.178
C 5.0452 0.6529 15.3065  -0.382
N 3.7443 0.1180 15.3898  -0.175
C 3.0480 0.0353 16.5137  0.686
C 1.7371 -0.6957 16.5160  -1.078
O 3.5693 0.6155 17.4713  -0.721
H 5.1783 1.7437 15.5120  0.237
H 5.5228 0.4370 14.3899  0.400
H 5.6131 0.1067 16.0770  -0.168
H 3.4143 -0.5386 14.6885  0.222
H 1.8132 -1.6857 17.0224  0.101
H 1.4069 -0.9063 15.5089  0.429
H 1.0312 -0.0330 16.8895  0.376
C 4.9786 -5.2923 17.1889  -1.103
N 5.5207 -5.3139 18.5759  0.803
C 5.0136 -4.5751 19.5602  0.326
C 5.7243 -4.5469 20.8931  -0.824
O 4.0957 -3.8659 19.2586  -0.842
H 4.2429 -6.0505 17.1262  0.462
H 5.8800 -5.4565 16.5483  0.258
H 4.4392 -4.3776 16.8030  0.130
H 6.2680 -5.9168 18.7674  -0.086
H 5.9123 -3.4759 21.1956  -0.026
H 6.6671 -5.0531 20.7930  0.485
H 5.0787 -5.0235 21.6315  0.082
C 9.0006 -3.0934 20.5261  -1.027
N 8.1268 -2.3603 19.6519  0.219
C 7.7589 -2.8942 18.4570  0.542
C 6.8441 -2.0372 17.6492  0.064
O 8.2689 -3.8986 18.0152  -0.675
H 8.8380 -4.1824 20.4547  0.338
H 8.8778 -2.8083 21.5886  0.121
H 10.0373 -2.7841 20.2839  0.418
H 7.7784 -1.4766 19.9586  0.049
H 5.8400 -2.4262 17.5739  -0.044
H 7.2904 -2.0656 16.6297  0.378
H 6.7060 -1.0676 18.0629  -0.423
C 8.7422 -0.5314 23.5752  -0.784
N 10.0286 -1.1806 23.4278  -0.066
C 10.1969 -2.4709 23.8009  0.732
C 11.5150 -3.0837 23.5739  -1.314
O 9.2551 -3.0967 24.2104  -0.585
H 8.2640 -0.7872 24.5424  0.254
H 7.9641 -0.6859 22.7954  0.195
H 8.8100 0.5489 23.5668  0.380
H 10.7622 -0.7044 22.9253  0.196
H 12.2644 -2.3745 23.3729  0.441
H 11.4004 -3.6483 22.6800  0.269
H 11.7084 -3.7373 24.4256  0.312
C 8.6468 -7.6906 17.2072  -0.573
N 7.9370 -9.0059 17.1189  -0.209
C 6.6413 -9.0971 17.5960  0.663
C 5.9880 -10.4041 17.1995  -1.339
O 6.1621 -8.2340 18.2678  -0.508
H 9.4723 -7.5677 16.4400  0.354
H 9.0671 -7.4735 18.1834  0.206
H 7.9727 -6.8730 16.9473  0.080
H 8.1840 -9.6463 16.3730  0.268
H 6.6708 -11.1428 17.5610  0.387
H 5.9275 -10.4110 16.1121  0.352
H 5.0445 -10.5916 17.6769  0.311
C 0.9663 -2.6664 20.1892  -1.075
N 1.2850 -3.5082 19.0278  0.540
C 0.3657 -3.9066 18.1340  0.785
C 0.9059 -4.9399 17.1007  -0.923
O -0.7808 -3.4738 18.1228  -0.727
H 0.0199 -3.0936 20.5300  0.398
H 0.8175 -1.6412 19.8793  0.305
H 1.7841 -2.7252 20.9436  0.230
H 2.2407 -3.8034 18.9588  0.141
H 1.5034 -4.3743 16.4199  0.241
H 0.0493 -5.2500 16.4952  0.361
H 1.5107 -5.7044 17.5971  0.163
C 6.3375 1.5696 18.8233  -0.856
N 5.3227 0.9469 19.5605  0.029
C 5.4653 0.0071 20.4752  0.169
C 4.2949 -0.9410 20.6601  -0.817
O 6.5419 -0.1024 21.1134  -0.696
H 6.4392 1.1050 17.8562  0.110
H 7.2597 1.6690 19.3845  0.288
H 6.0649 2.5838 18.5369  0.365
H 4.4255 1.1512 19.1561  0.313
H 4.3546 -1.7528 19.8748  0.012
H 3.3465 -0.4191 20.5242  0.467
H 4.3965 -1.5148 21.5575  0.539